57
Properties=species:S:1:pos:R:3:nbo_charge:R:1 method="wB97M-V/def2-TZVPD" e_tot_ev=-46034.462 e_homo_ev=-7.040 charge=0
Pd -0.7960 -1.0341 -0.7655 0.131
O -2.2973 1.8708 -0.9879 -0.706
C -3.6329 1.5028 -0.7961 -0.090
C -3.8460 0.2541 0.0303 0.214
C -5.1214 -0.2941 0.1402 -0.249
C -5.3086 -1.4055 0.9362 -0.155
C -4.2163 -1.9444 1.6040 -0.272
C -2.9841 -1.3490 1.4204 0.052
N -2.7933 -0.2757 0.6461 -0.481
H -1.7316 1.1132 -0.7665 0.484
H -4.1409 1.3671 -1.7600 0.175
H -4.1404 2.3257 -0.2790 0.187
H -5.9465 0.1533 -0.3997 0.218
H -6.2906 -1.8501 1.0356 0.217
H -4.3160 -2.8106 2.2430 0.221
H -2.0994 -1.7428 1.9074 0.195
C 2.2239 3.1233 4.9255 -0.619
C 2.8927 3.3284 3.5715 -0.214
N 2.8004 2.1639 2.6952 -0.438
C 3.9795 1.3258 2.5485 -0.207
C 4.3301 0.5524 3.8136 -0.619
C 1.6004 1.9376 2.0906 0.673
O 0.6407 2.6653 2.2825 -0.614
C 1.5041 0.7504 1.1767 -0.204
C 0.8677 -0.3974 1.5834 -0.136
C 0.7596 -1.4855 0.6946 -0.343
C 1.3455 -1.3441 -0.5949 -0.088
N 1.9537 -0.1870 -0.9937 -0.444
C 2.0078 0.8086 -0.1384 0.054
H 2.3138 4.0287 5.5273 0.210
H 2.6812 2.2997 5.4746 0.198
H 1.1664 2.9088 4.7835 0.231
H 3.9534 3.5561 3.6952 0.189
H 2.4230 4.1712 3.0633 0.221
H 4.8201 1.9640 2.2589 0.188
H 3.8121 0.6304 1.7300 0.221
H 4.5818 1.2250 4.6341 0.204
H 5.1906 -0.0921 3.6301 0.214
H 3.4903 -0.0708 4.1244 0.210
H 0.4695 -0.4716 2.5890 0.222
H 0.4479 -2.4612 1.0478 0.234
H 1.5603 -2.2114 -1.2102 0.209
H 2.4776 1.7224 -0.4906 0.191
C -0.9492 -3.0192 -6.0109 -0.417
N -1.7235 -2.2062 -5.0788 -0.606
C -1.2284 -1.7270 -3.9103 0.341
S -2.2594 -1.5840 -2.5664 -0.269
N 0.0504 -1.3521 -3.8430 -0.605
C 0.8764 -0.9069 -4.9518 -0.421
H -1.6356 -3.6809 -6.5337 0.216
H -0.2200 -3.6331 -5.4793 0.201
H -0.4322 -2.4165 -6.7550 0.199
H -2.6964 -2.4516 -4.9964 0.411
H 0.2959 -1.0271 -2.9090 0.437
H 1.4461 -1.7191 -5.4036 0.196
H 1.5770 -0.1704 -4.5651 0.230
H 0.2660 -0.4275 -5.7174 0.203

***

62
Properties=species:S:1:pos:R:3:nbo_charge:R:1 method="wB97M-V/def2-TZVPD" e_tot_ev=-74751.325 e_homo_ev=-7.165 charge=0
Pt -0.3681 -0.0703 -0.7892 0.748
C 1.1920 2.8810 -2.3814 -0.609
C 2.1081 1.9766 -3.1934 -0.252
C 1.4890 1.6028 -4.5422 -0.593
C 2.5114 0.7426 -2.4355 0.193
C 3.7260 0.0514 -2.5471 -0.352
C 3.6602 -0.9401 -1.5924 0.005
N 2.4706 -0.8603 -0.9839 -0.329
N 1.7645 0.1800 -1.4875 -0.378
B 2.0440 -1.4588 0.3761 0.544
N 0.8275 -2.4135 0.2133 -0.350
C 0.8509 -3.7281 -0.0461 -0.009
C -0.3930 -4.2507 0.2355 -0.350
C -1.1356 -3.1623 0.7129 0.165
N -0.3964 -2.0539 0.6939 -0.358
C -2.4946 -3.1960 1.3509 -0.250
C -2.3367 -3.5831 2.8264 -0.589
C -3.2374 -1.8719 1.2392 -0.604
N 1.6319 -0.3039 1.3231 -0.312
C 2.1850 -0.0096 2.5036 0.015
C 1.5006 1.0477 3.0596 -0.360
C 0.4945 1.3470 2.1341 0.178
N 0.5886 0.5358 1.0831 -0.323
C -0.5735 2.3912 2.2448 -0.248
C -1.9238 1.7502 2.5768 -0.609
C -0.2307 3.4501 3.2879 -0.601
H 0.8556 3.7256 -2.9837 0.213
H 1.7026 3.2666 -1.4975 0.213
H 0.3131 2.3359 -2.0353 0.210
H 3.0393 2.5196 -3.3869 0.207
H 0.5851 1.0085 -4.3912 0.210
H 2.1829 1.0146 -5.1443 0.208
H 1.2179 2.4986 -5.1034 0.207
H 4.5414 0.2768 -3.2108 0.228
H 4.3730 -1.6924 -1.3025 0.221
H 2.9811 -2.0585 0.8265 -0.037
H 1.7424 -4.1988 -0.4254 0.219
H -0.7135 -5.2735 0.1430 0.228
H -3.0720 -3.9816 0.8525 0.207
H -1.7542 -2.8207 3.3473 0.209
H -1.8183 -4.5357 2.9347 0.210
H -3.3113 -3.6660 3.3094 0.205
H -2.6680 -1.0877 1.7373 0.206
H -4.2128 -1.9458 1.7221 0.208
H -3.3910 -1.5795 0.1998 0.218
H 3.0281 -0.5729 2.8631 0.225
H 1.6947 1.5336 3.9978 0.231
H -0.6360 2.8881 1.2695 0.206
H -1.8985 1.3252 3.5820 0.220
H -2.1578 0.9347 1.8929 0.210
H -2.7293 2.4878 2.5393 0.209
H -0.2153 3.0183 4.2895 0.207
H -0.9804 4.2421 3.2780 0.212
H 0.7417 3.9024 3.0950 0.218
Te -2.4994 1.5347 -0.8570 0.203
Te -2.0132 4.2244 -0.6035 -0.022
Te -2.3442 4.5375 -3.4556 -0.020
Te -2.5595 1.8511 -3.5816 0.057
Cl -3.0014 -1.1808 -2.4727 -0.103
C -1.1983 -1.2332 -2.2098 -0.613
H -0.7785 -1.0982 -3.2084 0.195
H -1.0008 -2.2546 -1.8725 0.205

***

62
Properties=species:S:1:pos:R:3:mulliken_spin:R:1 method="wB97M-V/def2-TZVPD" e_tot_ev=-74750.733 e_homo_ev="-7.206 / -7.462" multiplicity=5 s_squared=6.026 charge=0
Pt -0.0074 0.5425 0.3269 0.657
C 3.1048 1.7949 0.5011 0.075
C 3.0913 2.3513 -0.9171 -0.040
C 2.8537 3.8639 -0.9363 0.001
C 2.1451 1.6332 -1.8409 0.033
C 2.2219 1.6139 -3.2405 -0.001
C 1.2352 0.7433 -3.6490 0.001
N 0.6063 0.2815 -2.5620 -0.009
N 1.1549 0.8250 -1.4554 0.012
B -0.5126 -0.7696 -2.4530 -0.041
N -1.8373 -0.1190 -2.0263 -0.037
C -2.9649 -0.0783 -2.7421 -0.005
C -3.9714 0.3796 -1.9257 0.012
C -3.3743 0.5915 -0.6762 -0.012
N -2.0649 0.2949 -0.7581 0.189
C -4.1839 0.9537 0.5432 -0.008
C -3.7972 2.2454 1.2611 0.021
C -4.3099 -0.2600 1.4734 0.001
N -0.1137 -1.8513 -1.4286 0.003
C -0.0262 -3.1624 -1.6837 0.001
C 0.5245 -3.7848 -0.5906 0.002
C 0.8011 -2.7533 0.3202 0.026
N 0.3648 -1.5922 -0.1813 0.020
C 1.5243 -2.9173 1.6298 -0.060
C 2.3692 -4.1937 1.6266 0.006
C 2.4331 -1.7344 1.9323 0.060
H 3.8860 2.2831 1.0859 0.001
H 2.1663 1.9786 1.0285 -0.008
H 3.2995 0.7223 0.5042 -0.011
H 4.0820 2.1718 -1.3475 -0.001
H 1.8916 4.1165 -0.4890 -0.001
H 3.6287 4.3706 -0.3595 0.000
H 2.8750 4.2540 -1.9546 0.000
H 2.9337 2.1372 -3.8555 0.000
H 0.9491 0.4011 -4.6293 0.000
H -0.6735 -1.2803 -3.5265 0.000
H -2.9663 -0.3969 -3.7707 0.000
H -5.0096 0.5216 -2.1713 0.000
H -5.1841 1.1281 0.1370 0.000
H -2.8456 2.1726 1.7837 -0.008
H -3.7486 3.0797 0.5590 0.001
H -4.5570 2.4808 2.0083 -0.002
H -3.3451 -0.7209 1.6787 0.001
H -4.7613 0.0238 2.4253 -0.002
H -4.9344 -1.0250 1.0093 0.001
H -0.3539 -3.5513 -2.6330 0.000
H 0.7450 -4.8308 -0.4824 0.000
H 0.7726 -3.0287 2.4184 0.031
H 3.1236 -4.1539 0.8379 0.002
H 2.8809 -4.2889 2.5851 -0.001
H 1.7714 -5.0936 1.4831 -0.005
H 3.1393 -1.5913 1.1106 0.003
H 1.8830 -0.8117 2.0690 -0.042
H 3.0039 -1.9212 2.8439 0.025
Te -1.1399 -3.1454 4.7507 1.005
Te 0.9956 -3.9917 5.7488 0.955
Te 1.0079 1.1397 4.1686 0.807
Te -0.9475 0.1996 2.7471 0.311
Cl 0.1259 3.6162 1.6421 0.012
C -0.4384 2.5384 0.3337 0.034
H -0.0096 2.9362 -0.5848 0.002
H -1.5126 2.6614 0.2976 -0.017

***

61
Properties=species:S:1:pos:R:3:nbo_charge:R:1 method="wB97M-V/def2-TZVPD" e_tot_ev=-244696.951 e_homo_ev=-13.332 charge=+2
Os -0.1027 -0.2443 0.1746 0.419
C -1.7035 1.8483 -4.7875 -0.425
N -1.6604 0.8420 -3.7220 -0.367
C -2.5932 -0.2788 -3.8348 -0.420
C -0.8229 0.9346 -2.7009 0.678
O -0.7750 0.0463 -1.8210 -0.677
C 0.0772 2.1614 -2.6299 -0.164
O 1.1176 1.9785 -1.7098 -0.527
C 2.1845 1.1887 -2.1802 -0.152
C 2.7439 0.4047 -1.0093 0.694
O 1.9719 -0.0650 -0.1410 -0.684
N 4.0437 0.1646 -0.9257 -0.356
C 5.0832 0.6310 -1.8431 -0.412
C 4.5639 -0.6539 0.1708 -0.420
H -2.5542 1.6256 -5.4241 0.242
H -0.8050 1.8159 -5.4040 0.218
H -1.8389 2.8512 -4.3851 0.220
H -2.3631 -0.8604 -4.7273 0.223
H -3.6088 0.1063 -3.9137 0.222
H -2.5090 -0.9124 -2.9593 0.234
H -0.5153 3.0110 -2.2813 0.244
H 0.4602 2.4185 -3.6207 0.214
H 2.9294 1.8352 -2.6374 0.212
H 1.8588 0.4578 -2.9313 0.211
H 4.7342 1.4021 -2.5171 0.217
H 5.4578 -0.2072 -2.4306 0.223
H 5.9040 1.0390 -1.2554 0.230
H 3.7642 -1.2263 0.6252 0.231
H 5.0213 -0.0116 0.9240 0.223
H 5.3214 -1.3275 -0.2255 0.224
O -0.3336 2.9420 5.2082 -0.726
C -0.3327 1.5480 5.0089 -0.051
C 0.0736 1.2897 3.5418 -0.130
C -0.0202 -0.2240 3.3628 -0.062
O 0.6342 -0.6736 2.1472 -0.682
C 1.5225 1.7854 3.3442 -0.561
Se 1.8074 2.7575 1.6578 0.189
C -0.9158 2.0463 2.6505 -0.578
Se -0.2732 2.1053 0.8149 0.439
H -0.5199 3.1439 6.1308 0.498
H -1.3237 1.1162 5.1962 0.179
H 0.3857 1.0488 5.6687 0.182
H -1.0634 -0.5466 3.3562 0.197
H 0.4996 -0.7102 4.1907 0.207
H 0.7906 -1.6237 2.2324 0.508
H 2.2231 0.9543 3.3794 0.232
H 1.7697 2.5099 4.1162 0.264
H -1.0048 3.0799 2.9779 0.277
H -1.9032 1.5818 2.6553 0.238
Br -2.5152 -0.6540 0.6473 0.282
C -2.8725 -2.5254 0.3862 -0.145
C -4.1669 -2.9398 0.6555 -0.156
C -4.4961 -4.2743 0.4811 -0.187
C -3.5389 -5.1781 0.0418 -0.170
C -2.2473 -4.7529 -0.2245 -0.217
C -1.9153 -3.4149 -0.0496 -0.206
I 0.0600 -2.8529 -0.4817 0.429
H -4.9077 -2.2289 0.9969 0.235
H -5.5039 -4.6052 0.6902 0.247
H -3.7942 -6.2198 -0.0941 0.248
H -1.5034 -5.4602 -0.5661 0.243

***

For each record above, in turn, the calculated energy above the lowest of the compared OMol25 structures with the same formula, charge and spin values are 0.000 0.000 0.311 0.000 eV.